Record 1
Here is a structure of composition C27H39N5OPS4Sb2Sc from the Open Molecules 2025 dataset. Energies are from wB97M-V/def2-TZVPD.

Geometry as XYZ:
```
80
Properties=species:S:1:pos:R:3:forces:R:3
Sc -0.5792 -0.5844 -0.1955 1.2 0.2 -0.5
O 1.3813 -1.3091 0.6728 0.3 0.4 0.2
C 1.9070 -1.2350 1.9812 -0.1 -0.2 0.2
C 0.9400 -0.5659 2.9295 0.0 0.0 -0.1
C 1.1498 -0.6244 4.3063 -0.1 0.1 -0.1
C 0.2459 -0.0049 5.1481 0.1 0.0 -0.2
C -0.8389 0.6457 4.5789 0.0 0.0 -0.1
C -0.9644 0.6508 3.2008 -0.1 0.0 0.3
N -0.1007 0.0532 2.3775 0.1 -0.4 0.0
H 1.8413 -0.6518 0.0548 -0.2 -0.3 0.1
H 2.8577 -0.6891 1.9915 -0.1 -0.1 -0.1
H 2.0987 -2.2614 2.3186 0.1 0.2 0.0
H 2.0005 -1.1638 4.6950 0.1 0.0 0.0
H 0.3842 -0.0238 6.2197 0.0 0.0 0.0
H -1.5803 1.1311 5.1925 -0.1 0.1 0.0
H -1.8099 1.1392 2.7359 0.0 0.0 0.0
S -0.7542 1.5683 -4.4601 -0.2 0.2 0.4
Sb -1.8729 1.7105 -2.5056 0.0 0.0 -0.5
S 0.1068 1.7208 -0.6967 -0.4 0.2 -0.2
S 1.4918 0.5062 -1.5663 0.0 -0.4 -0.2
S -2.4436 -0.6481 -1.9757 0.7 -0.1 -0.7
C -1.2147 -4.1604 -1.4831 0.1 0.2 0.1
P 0.0988 -2.8749 -1.5676 -0.2 -0.6 -0.4
C 1.5625 -3.7793 -0.9504 -0.1 0.2 0.0
C 1.4825 -4.7253 0.0656 -0.1 0.2 -0.1
C 2.6339 -5.3268 0.5432 0.1 -0.1 0.1
C 3.8673 -4.9885 0.0139 0.1 0.0 0.1
C 3.9539 -4.0335 -0.9877 0.0 0.0 0.0
C 2.8079 -3.4245 -1.4632 -0.1 0.0 0.1
C 0.4484 -2.8911 -3.3606 -0.1 0.2 0.1
C 0.7447 -4.0809 -4.0276 0.0 0.1 0.1
C 0.9973 -4.0585 -5.3860 0.0 -0.2 0.0
C 0.9536 -2.8629 -6.0881 0.0 0.2 -0.1
C 0.6552 -1.6817 -5.4322 0.0 -0.1 -0.1
C 0.4091 -1.7006 -4.0697 -0.1 0.1 0.2
H -1.5397 -4.3097 -0.4539 0.0 0.0 0.0
H -0.8511 -5.0985 -1.9016 -0.1 0.0 0.0
H -2.0636 -3.7980 -2.0649 0.0 0.0 0.0
H 0.5246 -4.9867 0.4931 -0.1 -0.1 0.0
H 2.5700 -6.0603 1.3344 0.0 -0.1 0.0
H 4.7630 -5.4612 0.3887 0.1 -0.1 0.0
H 4.9158 -3.7671 -1.3982 0.1 0.0 0.0
H 2.8672 -2.6661 -2.2342 0.1 0.0 -0.1
H 0.7874 -5.0189 -3.4911 0.0 -0.1 0.1
H 1.2232 -4.9812 -5.9038 0.0 0.0 0.0
H 1.1488 -2.8551 -7.1506 0.0 0.0 -0.1
H 0.5956 -0.7399 -5.9562 0.0 0.1 -0.1
H 0.1798 -0.7724 -3.5626 0.0 -0.1 -0.1
C -6.5759 0.6200 1.3048 -0.1 -0.3 0.0
C -6.5768 -0.9044 1.4134 0.2 0.1 0.0
C -6.1332 -1.3381 2.8101 -0.2 -0.1 -0.2
C -5.7046 -1.5682 0.3240 -0.9 -0.2 0.2
N -4.3121 -1.2937 0.5068 1.2 1.5 0.0
C -3.6150 -0.1697 0.2149 -0.1 -0.4 1.0
N -2.4389 -0.2582 0.8511 -1.5 0.3 0.1
N -2.3824 -1.5164 1.3250 0.2 -0.2 0.1
N -3.4767 -2.1249 1.1414 -0.3 -1.1 0.2
H -7.2631 1.0530 2.0298 0.0 0.0 0.0
H -6.8805 0.9444 0.3115 0.0 0.1 -0.1
H -5.5874 1.0200 1.5208 0.1 0.1 0.0
H -7.5964 -1.2622 1.2365 0.1 0.0 0.0
H -5.1681 -0.9033 3.0672 0.1 0.0 0.0
H -6.0447 -2.4202 2.8727 0.0 -0.1 0.1
H -6.8574 -1.0122 3.5536 0.0 0.0 0.1
H -6.0018 -1.2176 -0.6673 0.1 -0.1 0.0
H -5.8192 -2.6531 0.3786 0.0 0.1 -0.1
H -4.0556 0.7219 -0.1812 0.0 0.1 -0.2
C -0.6087 4.9740 3.3734 0.1 -0.2 -0.2
Sb 0.0021 3.5921 1.7983 -0.2 0.8 0.3
C -2.0366 3.3307 1.0754 0.3 -0.2 0.1
C 0.3693 5.1626 0.3556 0.0 -0.2 0.2
H -1.3530 5.6769 3.0178 -0.2 0.1 -0.1
H 0.2552 5.5301 3.7165 0.2 0.1 0.1
H -1.0069 4.4220 4.2185 -0.1 -0.1 0.1
H -2.1699 3.9438 0.1875 0.0 0.0 -0.1
H -2.7652 3.6248 1.8258 0.0 0.0 0.1
H -2.1845 2.2849 0.8102 -0.1 0.0 0.0
H -0.4341 5.8917 0.4148 -0.1 0.1 0.0
H 0.3959 4.7230 -0.6372 0.0 0.0 -0.1
H 1.3171 5.6526 0.5499 0.1 0.1 0.0
```
Forces are in eV/Å.

Calculated values
DFT total energy: -124538.3074 eV
relative energy (zero: lowest compared OMol25 entry of this formula, charge and spin): 19.3 kcal/mol
net charge: 0
gap between HOMO and LUMO: 7.13 eV
highest occupied orbital energy: -6.91 eV

***

Record 2
Here is a structure of composition C53H46F3IrN6O2PS5 from the Open Molecules 2025 dataset. Energies are from wB97M-V/def2-TZVPD.

Geometry as XYZ:
```
117
Properties=species:S:1:pos:R:3:forces:R:3
Ir -0.0270 0.2879 0.2286 -1.6 -1.5 0.5
S -2.5188 -0.3218 -0.7552 2.1 0.8 1.2
C -1.7272 -0.1073 -2.3194 -1.0 -1.4 1.3
N -2.0063 -0.8743 -3.3606 0.6 0.3 -0.5
N -2.7596 -1.9274 -3.1472 0.0 1.2 1.7
C -3.0911 -2.8158 -4.1233 -0.2 -0.9 -1.3
C -2.6402 -2.6559 -5.4412 -0.1 0.1 0.5
C -2.9933 -3.5870 -6.3939 -0.1 -0.2 0.0
C -3.7942 -4.6727 -6.0622 0.0 0.0 0.0
C -4.2434 -4.8266 -4.7579 0.0 -0.1 -0.2
C -3.8948 -3.9119 -3.7906 0.2 0.5 0.1
N -0.8646 0.8706 -2.4720 1.4 2.3 -0.7
N -0.2761 1.4404 -1.4590 -0.9 -2.6 0.0
C 0.1188 2.7426 -1.5850 0.7 1.9 -0.7
C -0.4834 3.5731 -2.5479 0.0 -0.5 0.2
C -0.1238 4.8979 -2.6436 0.0 0.2 0.0
C 0.8448 5.4291 -1.8028 0.1 -0.2 0.0
C 1.4740 4.6074 -0.8779 0.1 0.2 -0.2
C 1.1178 3.2837 -0.7600 -0.2 -0.7 -0.2
H -3.1030 -2.0749 -2.1861 0.2 0.0 -0.4
H -2.0303 -1.7962 -5.6681 0.1 0.0 -0.1
H -2.6542 -3.4664 -7.4105 0.1 0.0 -0.1
H -4.0731 -5.3912 -6.8153 0.0 -0.1 -0.1
H -4.8781 -5.6600 -4.4995 -0.1 -0.1 0.0
H -4.2375 -4.0135 -2.7707 -0.1 -0.1 0.1
H -1.2263 3.1404 -3.1999 -0.1 0.1 0.0
H -0.6038 5.5301 -3.3750 -0.1 0.0 -0.1
H 1.1196 6.4693 -1.8754 0.0 0.1 0.0
H 2.2523 5.0003 -0.2429 0.1 0.0 0.1
H 1.6372 2.6453 -0.0567 -0.1 0.2 0.1
F 5.3123 1.5031 -1.4064 -0.3 0.1 0.0
C 5.5911 0.5767 -0.4842 0.5 -0.2 -0.2
F 5.8521 -0.5679 -1.1562 -0.2 -0.1 0.0
F 6.7626 0.9435 0.0681 0.0 0.0 0.2
C 4.5231 0.3847 0.5529 -0.3 0.0 0.1
C 4.8826 0.2671 1.8827 -0.2 0.0 0.0
C 3.9018 0.0781 2.8453 0.0 -0.1 -0.3
C 2.5816 0.0352 2.4353 0.0 -0.1 0.7
N 2.2285 0.1326 1.1671 -1.3 0.5 -1.3
C 3.1567 0.2972 0.2122 0.5 0.1 0.3
S 2.5452 0.4082 -1.3769 -0.2 0.3 -0.2
H 5.9226 0.3342 2.1625 0.1 0.0 0.0
H 4.1605 -0.0033 3.8863 -0.1 0.0 0.1
H 1.7674 -0.0727 3.1389 -0.1 0.0 0.0
C -3.7690 -2.0877 7.2602 0.0 0.0 0.0
C -3.0796 -2.0674 5.9282 0.0 0.0 0.0
C -1.8799 -2.7321 5.7283 -0.1 0.0 0.0
C -1.2349 -2.6914 4.5008 -0.1 0.0 -0.2
C 0.0697 -3.3982 4.2892 0.0 -0.1 0.0
C -1.8084 -1.9725 3.4569 0.1 0.0 0.0
C -3.0093 -1.2859 3.6335 0.0 -0.1 0.1
C -3.6199 -0.4954 2.5194 0.1 0.0 -0.1
C -3.6301 -1.3532 4.8716 0.1 -0.1 0.0
C -1.0961 -1.8862 2.1268 -0.6 -1.1 0.2
O -1.1451 -2.8205 1.3229 -0.1 0.0 0.0
O -0.4664 -0.7940 1.9837 1.1 1.5 -0.6
H -3.2945 -2.7949 7.9351 0.0 -0.1 0.1
H -4.8177 -2.3572 7.1487 -0.1 0.0 0.1
H -3.7259 -1.0984 7.7144 0.0 0.0 0.1
H -1.4356 -3.2951 6.5389 0.0 0.0 0.1
H 0.4052 -3.8812 5.2041 0.1 0.0 0.0
H 0.8282 -2.6859 3.9634 0.2 0.0 0.0
H -0.0369 -4.1503 3.5088 0.1 -0.1 -0.1
H -3.7683 -1.1189 1.6386 -0.1 -0.1 -0.1
H -2.9601 0.3233 2.2316 0.0 0.1 0.0
H -4.5801 -0.0828 2.8194 0.0 0.0 0.0
H -4.5670 -0.8317 5.0158 -0.1 0.1 0.0
N 0.1774 -1.5927 -0.7476 0.0 0.5 0.3
S 1.3021 -2.2839 -1.6236 -0.5 -1.3 0.2
C 0.4480 -3.6099 -2.5369 0.3 0.6 0.0
C -0.3582 -4.5635 -1.9411 -0.1 0.0 0.1
C -0.9557 -5.5244 -2.7420 0.0 0.1 0.1
C -0.7398 -5.5315 -4.1118 0.1 0.0 -0.1
C 0.0604 -4.5643 -4.6969 0.0 -0.2 -0.1
C 0.6540 -3.5970 -3.9069 0.1 0.2 0.1
C 2.2602 -3.3678 -0.5252 0.1 0.3 -0.3
C 2.1713 -3.2547 0.8499 -0.1 0.1 -0.1
C 2.9912 -4.0412 1.6444 0.1 0.0 0.0
C 3.8890 -4.9205 1.0609 0.0 0.0 0.1
C 3.9623 -5.0308 -0.3199 0.1 0.0 -0.1
C 3.1542 -4.2427 -1.1182 0.0 -0.1 0.0
H -0.3561 -2.2416 -0.1394 0.1 0.0 -0.2
H -0.5184 -4.5609 -0.8728 0.0 0.0 0.2
H -1.5891 -6.2751 -2.2944 -0.1 -0.1 0.1
H -1.1921 -6.2956 -4.7255 -0.1 0.0 0.0
H 0.2249 -4.5613 -5.7644 0.0 0.0 -0.1
H 1.2790 -2.8288 -4.3380 0.0 0.1 -0.1
H 1.4688 -2.5722 1.3006 -0.1 0.1 0.0
H 2.9339 -3.9573 2.7204 0.0 0.0 0.1
H 4.5378 -5.5225 1.6808 0.0 0.0 0.0
H 4.6570 -5.7195 -0.7781 0.1 0.0 0.0
H 3.2047 -4.3087 -2.1950 0.1 -0.1 -0.1
S 2.2542 3.1980 2.5872 -0.3 0.1 -0.1
P 0.2968 3.4846 2.5396 0.7 0.1 0.3
S -0.9105 2.1173 1.6179 -0.2 -0.7 -0.5
C -0.3353 3.5724 4.2593 0.1 0.0 -0.5
C 0.2486 2.7564 5.2183 0.0 -0.1 0.0
C -0.1771 2.8198 6.5318 0.0 0.0 0.0
C -1.1854 3.7012 6.8883 -0.1 0.0 0.1
C -1.7717 4.5101 5.9288 -0.1 0.1 0.2
C -1.3532 4.4477 4.6117 0.1 -0.1 -0.1
C -0.1044 5.1208 1.8295 0.0 -0.4 0.1
C 0.7299 6.1758 2.1725 0.0 0.1 0.1
C 0.5057 7.4305 1.6386 0.0 0.0 0.0
C -0.5492 7.6265 0.7606 0.0 0.1 0.0
C -1.3893 6.5755 0.4340 -0.1 0.1 0.0
C -1.1708 5.3172 0.9649 0.0 0.0 0.2
H 1.0517 2.0914 4.9337 0.1 0.0 0.0
H 0.2819 2.1923 7.2822 0.0 -0.1 0.0
H -1.5093 3.7611 7.9189 0.0 0.0 0.0
H -2.5543 5.1987 6.2139 -0.1 0.0 0.0
H -1.8071 5.0822 3.8653 0.0 0.1 -0.1
H 1.5593 5.9995 2.8445 0.1 0.0 0.0
H 1.1546 8.2526 1.9018 0.1 0.1 0.0
H -0.7145 8.6033 0.3289 0.0 0.1 0.0
H -2.2176 6.7332 -0.2406 -0.1 0.0 -0.1
H -1.8163 4.4917 0.7036 0.0 -0.1 0.0
```
Forces are in eV/Å.

Calculated values
DFT total energy: -143199.7327 eV
relative energy (zero: lowest compared OMol25 entry of this formula, charge and spin): 34.7 kcal/mol
net charge: 0
gap between HOMO and LUMO (alpha / beta): 6.18 / 4.81 eV
highest occupied orbital energy (alpha / beta): -7.61 / -7.27 eV
multiplicity: 2

***

Record 3
Here is a cluster of 2 separate species, C27H47ClN5OPS2 in total from the Open Molecules 2025 dataset. Energies are from wB97M-V/def2-TZVPD.

Geometry as XYZ:
```
84
Properties=species:S:1:pos:R:3:forces:R:3
C 6.2885 -2.2100 1.7340 0.3 0.0 -0.3
C 5.9323 -1.1882 0.5954 -0.3 -1.0 1.4
C 5.0551 -1.8917 -0.4618 0.6 0.4 -0.7
C 4.5974 -0.9682 -1.6332 1.1 -1.2 0.5
N 3.4378 -0.1237 -1.3026 0.7 1.4 -1.0
C 2.5526 0.0800 -2.4914 0.1 -0.3 -0.1
C 1.3457 -0.8926 -2.4510 -0.2 0.5 -1.2
C 0.0031 -0.1837 -2.8571 1.1 -0.3 1.1
C -0.4705 0.6613 -1.6240 0.1 -0.5 -0.7
C -1.9511 0.4674 -1.1789 -0.8 0.8 0.3
C -2.9032 0.1361 -2.3157 1.8 -0.2 0.5
N -3.4225 -0.2646 -3.2575 -0.4 0.1 0.0
C -2.1490 -0.6667 -0.1060 0.1 -0.5 -0.5
C -1.3009 -1.9397 -0.3700 -0.9 -0.6 0.1
C -2.0161 -3.2080 0.2189 0.4 1.1 0.0
C -2.2343 -3.1422 1.7534 -0.7 -1.2 -0.4
O -1.2281 -3.8321 2.5007 -0.1 0.7 -0.2
C -2.4399 1.8677 -0.5693 -0.5 -1.3 -0.2
C -3.8269 1.5812 -0.0020 1.7 1.0 -0.1
N -4.7909 1.3795 0.5852 -0.3 -0.1 -0.2
C -1.4264 2.3390 0.5136 -0.1 0.8 0.5
C -1.9523 3.4264 1.4890 0.2 -0.4 0.9
C -2.7448 2.8770 2.7072 0.1 0.9 0.2
Cl -0.4408 4.2195 2.1801 -0.3 -0.1 -0.3
P -2.5935 3.2084 -1.8917 -1.6 1.8 0.5
N -3.5241 4.4293 -1.4813 0.7 -1.0 0.2
C 3.8563 1.1792 -0.8403 -0.2 0.7 1.5
S 3.4315 1.6909 0.6667 -0.1 -0.3 -0.9
S 4.8380 2.2494 -1.8970 -0.5 -0.5 -0.3
C 4.6597 3.9610 -1.2613 0.5 -0.2 0.7
C 5.5927 4.3076 -0.0557 -0.4 0.4 0.5
C 4.7972 4.7507 1.2299 0.5 0.2 -0.7
H 6.4951 -1.7076 2.6922 -0.1 -0.1 -0.4
H 5.4803 -2.9403 1.8980 0.2 0.3 0.0
H 7.1962 -2.7901 1.4842 -0.4 0.2 0.0
H 6.8901 -0.8273 0.1908 -0.5 0.1 -0.2
H 5.4080 -0.3610 1.1035 0.1 -0.2 -0.6
H 4.1976 -2.4235 -0.0168 0.2 0.4 0.0
H 5.6857 -2.6774 -0.9267 -0.3 0.3 0.2
H 4.4058 -1.6389 -2.4910 -0.5 0.5 0.3
H 5.4963 -0.3812 -1.9240 -0.5 0.0 0.0
H 2.2283 1.1346 -2.5488 0.0 -0.5 0.3
H 3.1833 -0.0742 -3.3908 -0.5 0.1 0.2
H 1.2399 -1.3109 -1.4411 0.2 0.0 -0.4
H 1.5110 -1.6981 -3.1880 0.1 0.1 0.5
H 0.1834 0.5063 -3.6962 -0.2 -0.5 0.1
H -0.6802 -0.9880 -3.1563 -0.1 0.6 0.0
H -0.2321 1.7152 -1.8534 -0.4 -0.4 0.2
H 0.1650 0.4162 -0.7523 -0.3 0.1 -0.3
H -1.9815 -0.3015 0.9177 0.0 0.1 -0.4
H -3.2094 -0.9763 -0.1525 0.4 0.2 0.1
H -1.2437 -2.1226 -1.4562 0.2 0.2 0.4
H -0.2784 -1.8720 0.0416 -0.4 0.1 -0.2
H -3.0154 -3.2908 -0.2490 0.5 0.0 0.0
H -1.3964 -4.0673 -0.0892 -0.5 0.0 0.5
H -2.3986 -2.1160 2.1229 0.2 -0.3 -0.2
H -3.1701 -3.6926 1.9607 0.4 0.3 0.1
H -0.4867 -3.2243 2.5655 0.2 -0.2 0.1
H -0.5165 2.7572 0.0494 -0.5 -0.2 -0.2
H -1.0614 1.5085 1.1443 -0.3 0.2 -0.4
H -2.5051 4.2426 1.0104 0.3 -0.3 0.0
H -3.8327 2.9500 2.5567 0.4 -0.4 -0.1
H -2.4226 1.8700 3.0073 -0.2 0.2 -0.3
H -2.5245 3.5487 3.5558 -0.2 -0.4 -0.3
H -3.1059 2.6653 -3.1054 0.8 -0.4 0.3
H -1.2673 3.6550 -2.1504 -0.1 -0.7 -0.1
H -3.9231 4.2624 -0.5613 -0.2 0.3 -0.1
H 3.6038 4.1303 -1.0064 0.3 -0.1 -0.1
H 4.9479 4.6130 -2.1024 -0.3 -0.5 0.0
H 6.2432 5.1433 -0.3681 -0.2 -0.3 0.1
H 6.2755 3.4831 0.2064 -0.4 0.2 -0.3
H 3.7291 4.8761 0.9877 0.4 -0.3 0.3
H 4.9506 4.0073 2.0218 -0.4 0.4 -0.1
H 5.1547 5.7387 1.5659 -0.1 -0.5 0.0
N -7.9654 -4.9265 2.3207 0.1 0.0 0.0
C -6.9256 -5.7468 1.9770 0.0 0.0 0.0
C -6.0093 -4.9961 1.2880 0.0 -0.1 0.0
C -6.5138 -3.6715 1.2182 0.0 0.1 0.0
C -7.7208 -3.6591 1.8663 0.0 0.0 0.0
H -8.7820 -5.2106 2.8285 0.0 0.0 0.0
H -6.9282 -6.7886 2.2500 0.0 0.0 0.0
H -5.0790 -5.3572 0.8798 0.0 0.0 0.0
H -6.0442 -2.8234 0.7463 0.0 0.0 0.0
H -8.4237 -2.8623 2.0418 0.0 0.0 0.0
```
Forces are in eV/Å.

Calculated values
DFT total energy: -81737.1376 eV
SMILES string: CCCCN(CCCC[C@@](C#N)(CCCCO)[C@@](C#N)(C[C@@H](C)Cl)[PH2]=N)C(=S)SCCC.c1cc[nH]c1
net charge: 0
gap between HOMO and LUMO: 7.88 eV
highest occupied orbital energy: -8.31 eV

***

Record 4
Here is a structure of composition C24H40BN7ORu from the Open Molecules 2025 dataset. Energies are from wB97M-V/def2-TZVPD.

Geometry as XYZ:
```
74
Properties=species:S:1:pos:R:3:forces:R:3
Ru -0.6112 -0.6481 -0.5588 1.5 0.0 0.5
C 0.9413 1.1611 4.4323 0.1 0.2 0.2
C 0.2006 0.3249 3.4871 0.4 0.4 -1.1
C -0.7192 -0.7320 3.8214 0.0 0.0 0.6
C -1.1543 -1.2978 2.6263 0.2 0.0 -1.4
N -0.5589 -0.6142 1.6226 -1.0 -0.8 0.0
N 0.2730 0.3609 2.1477 0.4 0.5 1.7
B 1.1816 1.2863 1.2859 -0.5 -0.3 -0.2
N 2.0622 0.3607 0.3952 0.7 0.1 0.1
N 1.4049 -0.5345 -0.4592 1.2 -0.5 -0.4
C 2.2963 -1.2320 -1.1358 -0.9 0.1 0.1
C 3.5915 -0.7858 -0.7080 0.7 -0.2 -0.1
C 3.3730 0.2419 0.2788 -0.7 0.2 0.2
C 4.3898 1.0141 1.0118 0.2 0.2 0.1
C 1.9398 -2.2468 -2.1582 0.3 -0.3 -0.3
C 2.5309 -1.8035 -3.5211 0.0 0.4 0.1
C 2.5839 -3.6081 -1.7906 0.0 0.1 0.3
C 0.4183 -2.4085 -2.2427 0.2 0.0 0.4
N 0.3121 2.1545 0.3270 0.4 1.1 0.4
N -0.4510 1.5922 -0.7105 -0.6 -0.2 -0.7
C -0.9624 2.5612 -1.4486 0.4 -0.9 0.1
C -0.5500 3.7987 -0.8538 -0.1 0.8 -0.2
C 0.2757 3.4786 0.2743 0.1 -0.8 0.2
C 0.9446 4.4226 1.1843 0.2 0.2 0.2
C -1.7914 2.4254 -2.6766 -1.2 0.5 -0.2
C -1.5079 3.5725 -3.6691 0.8 -0.1 0.0
C -1.6297 1.0885 -3.3900 0.2 0.0 0.1
C -3.2800 2.6269 -2.2140 0.4 -0.3 0.2
C -2.0651 -2.4863 2.4914 -1.0 -0.5 0.3
C -3.5210 -2.0407 2.1307 0.2 0.1 -0.3
C -2.1704 -3.1968 3.8593 0.8 0.0 0.0
C -1.5182 -3.4803 1.4633 0.2 0.2 0.0
H 0.6520 0.9241 5.4535 0.0 0.0 0.0
H 2.0226 1.0071 4.3333 -0.1 -0.1 0.0
H 0.7757 2.2304 4.2637 -0.1 -0.1 0.0
H -0.9888 -1.0221 4.8261 0.0 0.0 0.0
H 1.8490 1.9693 1.9778 0.1 0.0 0.0
H 4.5571 -1.1402 -1.0447 0.0 0.0 0.0
H 5.3903 0.6951 0.7275 0.0 0.0 0.0
H 4.3027 2.0858 0.8103 0.0 0.0 -0.1
H 4.2885 0.8965 2.0943 -0.1 -0.1 0.0
H 3.6207 -1.7619 -3.4965 0.0 0.0 0.1
H 2.2572 -2.5340 -4.2814 0.0 0.0 0.0
H 2.1690 -0.8164 -3.8179 -0.1 -0.1 -0.1
H 3.6732 -3.5605 -1.8064 0.0 0.1 -0.1
H 2.2803 -3.9412 -0.7959 -0.1 -0.1 -0.1
H 2.2835 -4.3517 -2.5281 0.0 0.0 0.0
H -0.0808 -1.4054 -2.3813 0.0 0.0 -0.4
H 0.1324 -2.9826 -3.1239 -0.1 0.1 0.0
H 0.0430 -2.9686 -1.3728 -0.1 0.1 0.0
H -0.7792 4.8004 -1.1891 -0.1 0.0 0.0
H 0.6144 5.4398 0.9832 0.0 0.0 0.0
H 0.7530 4.1911 2.2334 -0.1 0.0 0.0
H 2.0320 4.4000 1.0521 0.0 0.0 -0.1
H -0.5002 3.4783 -4.0860 0.0 0.1 0.0
H -2.1978 3.5102 -4.5076 -0.1 0.0 0.1
H -1.6046 4.5644 -3.2303 -0.1 0.0 0.0
H -0.5743 0.8738 -3.5828 0.0 -0.1 0.0
H -2.0835 0.2639 -2.8404 0.0 0.0 0.0
H -2.1360 1.1296 -4.3529 0.0 0.0 0.0
H -3.4588 3.6388 -1.8509 0.0 0.0 0.0
H -3.9278 2.4572 -3.0722 0.0 0.0 0.0
H -3.5319 1.9264 -1.4128 -0.1 0.0 -0.1
H -3.7033 -0.9933 2.3764 -0.1 0.0 -0.1
H -3.7419 -2.2433 1.0824 0.0 0.2 0.1
H -4.2587 -2.6180 2.6823 0.1 -0.1 0.2
H -2.6516 -2.5765 4.6149 -0.1 0.0 0.0
H -2.7387 -4.1178 3.7570 -0.2 0.1 -0.1
H -1.1794 -3.4958 4.2236 -0.1 0.0 0.0
H -1.3835 -3.0097 0.4806 0.0 -0.1 0.0
H -0.5558 -3.8894 1.7785 0.0 0.0 0.0
H -2.2129 -4.3088 1.3380 0.0 0.0 0.0
O -3.3520 -1.1811 -0.8819 -0.6 0.0 -0.3
N -2.2838 -0.9196 -0.7355 -1.7 -0.1 0.1
```
Forces are in eV/Å.

Calculated values
DFT total energy: -41228.4677 eV
relative energy (zero: lowest compared OMol25 entry of this formula, charge and spin): 13.2 kcal/mol
net charge: +4
gap between HOMO and LUMO (alpha / beta): 8.51 / 5.59 eV
highest occupied orbital energy (alpha / beta): -21.36 / -21.59 eV
multiplicity: 5

***

Q: Which value of DFT total energy does entry 4 give?
A: -41228.4677 eV